No. 1
ORCA calculation (wB97M-V/def2-TZVPD) on C64H74F23N10O12S6V as an isolated structure.

The geometry in XYZ format:
```
190
C64H74F23N10O12S6V wB97M-V/def2-TZVPD
V 2.3301 -1.6224 -2.3995
C 6.6922 -1.5544 -2.1515
F 6.4218 -1.6437 -0.8420
F 6.8257 -0.2602 -2.4761
F 7.8650 -2.2227 -2.4496
S 5.2607 -2.3956 -3.2051
O 4.7897 -1.3357 -4.0908
O 5.9087 -3.5233 -3.8353
N 3.9628 -2.6789 -2.0426
S 4.4255 -4.1129 -1.4023
O 3.7544 -5.2725 -2.0090
O 5.8710 -4.3393 -1.1398
C 3.6685 -3.9428 0.3927
F 2.4638 -3.3989 0.2737
F 3.5136 -5.1553 0.9694
F 4.3916 -3.1508 1.1667
C -1.1807 -2.5636 0.0163
F -0.1489 -3.1502 0.6832
F -1.7505 -3.5078 -0.7608
F -2.1634 -2.2814 0.8609
S -0.6455 -0.9364 -0.8726
O -0.9928 -1.1445 -2.2747
O -1.3360 0.1789 -0.1946
N 1.1358 -0.9718 -0.8889
S 1.4325 -0.3974 0.6091
O 0.5814 -0.8147 1.7191
O 2.8626 -0.6279 0.7959
C 1.3047 1.5356 0.4539
F 0.7242 2.0066 1.6024
F 2.5036 2.1353 0.3941
F 0.6280 1.9952 -0.6042
C 2.7848 -3.2652 -5.8935
F 2.5069 -4.2136 -6.8101
F 3.1121 -3.8669 -4.7822
F 3.7889 -2.5450 -6.3100
S 1.2217 -2.1374 -5.7287
O 1.1937 -1.3512 -6.9195
O 0.0809 -3.0684 -5.5474
N 1.5806 -1.2390 -4.2088
S 0.9422 0.2128 -4.6542
O -0.2743 0.2372 -5.4835
O 0.8524 0.9130 -3.3440
C 2.3726 1.0488 -5.6719
F 3.0764 1.7801 -4.8563
F 3.2336 0.1893 -6.1735
F 1.9103 1.7494 -6.6547
C 1.7961 -1.1020 5.4356
C 2.7379 -1.7523 4.4253
C 3.9447 -0.8436 4.1264
C 3.6052 0.5457 3.7411
N 3.2923 1.6534 3.4246
H 2.2617 -0.8544 6.3895
H 1.0539 -1.8477 5.7204
H 1.2201 -0.2400 5.0988
H 2.2449 -2.0233 3.4918
H 3.1923 -2.6336 4.8780
H 4.4811 -1.2382 3.2634
H 4.7214 -0.8353 4.8911
C -2.4956 3.2897 3.4763
C -1.3142 4.2291 3.4652
C -1.4496 5.4054 4.4284
C -1.6966 5.0009 5.8123
N -1.9139 4.6553 6.9023
H -2.4889 2.4340 2.8012
H -3.3824 3.8591 3.1983
H -2.8336 3.0025 4.4720
H -1.0423 4.4703 2.4376
H -0.4726 3.5889 3.7298
H -2.3086 6.0514 4.2472
H -0.5246 5.9820 4.4181
C 5.0189 4.7434 1.0866
C 5.8263 4.3513 2.3599
C 6.8541 3.2391 2.0737
C 6.4695 2.0718 1.2546
N 6.1436 1.1682 0.5992
H 4.7320 5.7948 1.1084
H 4.1412 4.1202 0.9151
H 5.7209 4.6979 0.2540
H 5.1661 4.0314 3.1661
H 6.4125 5.2309 2.6258
H 7.1843 2.7887 3.0098
H 7.7257 3.6846 1.5941
C -3.7183 -5.4959 2.2283
C -4.2576 -5.1441 0.8570
C -5.5228 -5.9230 0.4896
C -6.7627 -5.6864 1.2600
N -7.7204 -5.5493 1.9106
H -4.3838 -5.1492 3.0189
H -2.7854 -5.0263 2.5403
H -3.5823 -6.5399 2.5107
H -3.5007 -5.4878 0.1519
H -4.3834 -4.0720 0.7053
H -5.3518 -6.9930 0.6080
H -5.6887 -5.7078 -0.5660
C -4.0246 2.6931 -2.2144
C -4.6368 2.1486 -0.9108
C -4.0606 2.6156 0.4565
C -3.8625 4.0749 0.5435
N -3.6599 5.1787 0.6327
H -4.4821 2.1566 -3.0456
H -2.9420 2.5841 -2.2795
H -4.3125 3.7392 -2.3184
H -4.7143 1.0653 -1.0038
H -5.6957 2.3965 -0.9840
H -3.0902 2.1211 0.5012
H -4.5351 2.3055 1.3875
C 1.0663 -6.6865 -4.5673
C -0.0610 -6.8030 -3.5431
C -0.6583 -5.4276 -3.0577
C 0.3134 -4.3682 -2.7472
N 1.1065 -3.5741 -2.4379
H 2.0552 -6.4591 -4.1694
H 0.7567 -5.8983 -5.2536
H 1.2114 -7.6305 -5.0925
H 0.2177 -7.3745 -2.6578
H -0.9006 -7.3183 -4.0097
H -1.3879 -5.5450 -2.2564
H -1.2592 -5.0725 -3.8950
C 3.0483 4.1081 -2.6240
C 4.5199 3.6250 -2.9243
C 4.8837 2.4671 -2.0126
C 4.0432 1.2834 -2.1859
N 3.4208 0.2972 -2.2587
H 2.3083 3.3500 -2.8806
H 2.8880 5.0146 -3.2076
H 2.9354 4.4716 -1.6027
H 5.1739 4.4696 -2.7072
H 4.5821 3.3494 -3.9770
H 4.6364 2.8236 -1.0126
H 5.9606 2.2991 -2.0264
F -1.6691 -4.9556 4.6522
C -1.7121 -3.6480 4.9128
C -2.2518 -3.1915 6.0779
C -2.3818 -1.8252 6.2622
C -1.9959 -0.9483 5.2780
C -1.4687 -1.4295 4.0676
C -1.3276 -2.7853 3.8797
H -2.5575 -3.9451 6.7885
H -2.8771 -1.4902 7.1616
H -2.0697 0.1131 5.4635
H -1.1627 -0.7956 3.2485
H -1.0403 -3.2099 2.9292
F 3.4058 8.7161 4.7766
C 2.8851 7.5658 4.3266
C 2.9237 6.3695 5.0584
C 2.4769 5.1668 4.4522
C 1.9552 5.2192 3.1927
C 1.8276 6.4287 2.4794
C 2.2694 7.6351 3.0893
H 3.3967 6.3749 6.0293
H 2.5719 4.2747 5.0535
H 1.6277 4.3030 2.7240
H 1.2891 6.4360 1.5433
H 2.1013 8.5625 2.5620
F -4.9796 -1.0764 -2.0056
C -4.6222 -2.1413 -2.7185
C -3.6958 -1.9793 -3.7782
C -3.3209 -3.1353 -4.5001
C -3.8326 -4.3976 -4.1504
C -4.7703 -4.5231 -3.0769
C -5.1967 -3.3891 -2.4051
H -3.2451 -1.0071 -3.9124
H -2.5755 -2.9899 -5.2679
H -3.4986 -5.3008 -4.6394
H -5.1708 -5.5028 -2.8620
H -5.9015 -3.4717 -1.5910
F -0.4260 3.1634 -5.5914
C -1.1128 3.9542 -4.7489
C -0.8551 4.0533 -3.3898
C -1.6991 4.8316 -2.5690
C -2.6615 5.6843 -3.1656
C -2.8691 5.6381 -4.5561
C -2.1138 4.7555 -5.3435
H -0.0099 3.4906 -3.0221
H -1.5670 4.9482 -1.5034
H -3.2499 6.3589 -2.5613
H -3.5895 6.3172 -4.9878
H -2.2251 4.7213 -6.4172
F -6.6748 -2.1909 0.2836
C -6.2186 -1.7440 1.4574
C -5.1101 -0.8931 1.5208
C -4.6492 -0.4368 2.7822
C -5.3891 -0.8542 3.8917
C -6.5171 -1.7206 3.8003
C -6.8499 -2.2209 2.5760
H -4.5531 -0.6886 0.6184
H -3.8032 0.2282 2.8740
H -5.1059 -0.3656 4.8122
H -7.1084 -1.9449 4.6758
H -7.7414 -2.8268 2.5093
```

Results
E_HOMO (spin up / spin down) (eV): -5.62 / -7.33
Net charge: -1
Frontier orbital gap (spin up / spin down) (eV): 7.51 / 9.21
Spin multiplicity: 4
E_LUMO (spin up / spin down) (eV): 1.88 / 1.88

---

No. 2
ORCA calculation (wB97M-V/def2-TZVPD) on C20H20N5V as an isolated structure.

The geometry in XYZ format:
```
46
C20H20N5V wB97M-V/def2-TZVPD
V 0.0007 -0.9922 0.5627
C -4.0786 -1.5247 -0.8553
C -2.9913 -1.0865 -0.0943
N -1.7328 -1.4265 -0.3370
C -1.4791 -2.2286 -1.4014
C -2.5200 -2.6869 -2.2503
C -3.8457 -2.3238 -1.9459
C -2.1941 -3.4717 -3.3742
C -0.8882 -3.7995 -3.6111
C 0.1371 -3.3977 -2.7481
C -0.1092 -2.5977 -1.6360
N 0.7511 -2.0677 -0.6938
C 2.1325 -2.1107 -0.7220
C 3.0125 -2.7373 -1.6004
C 4.4006 -2.6352 -1.4555
C 4.9691 -1.9359 -0.4253
C 4.1363 -1.2673 0.4971
C 4.6460 -0.5194 1.5772
C 3.7663 0.1204 2.4142
C 2.3960 0.0135 2.1663
N 1.8775 -0.6926 1.1723
C 2.7268 -1.3446 0.3389
H -5.0795 -1.2253 -0.5911
H -3.1787 -0.4297 0.7491
H -4.6583 -2.6734 -2.5634
H -2.9849 -3.8027 -4.0258
H -0.6291 -4.3959 -4.4715
H 1.1169 -3.7570 -2.9974
H 2.6762 -3.3347 -2.4261
H 5.0250 -3.1340 -2.1799
H 6.0396 -1.8767 -0.3074
H 5.7113 -0.4427 1.7305
H 4.1206 0.7008 3.2500
H 1.7110 0.5467 2.8137
N -0.4137 -2.2519 2.1480
C -1.4165 -1.5821 2.9959
C -1.0431 -0.1073 3.1715
N -0.8270 0.5159 1.8545
H -0.7581 -3.1836 1.8995
H 0.4473 -2.3989 2.6851
H -1.4803 -2.0521 3.9847
H -2.3930 -1.6751 2.5104
H -0.1164 -0.0496 3.7516
H -1.8294 0.4066 3.7420
H -0.2628 1.3616 1.9605
H -1.7254 0.8399 1.4930
```

Results
E_HOMO (spin up / spin down) (eV): -13.89 / -13.77
ΔE to the lowest compared entry with this formula, charge and spin (kJ/mol): 0.0
Net charge: +2
Frontier orbital gap (spin up / spin down) (eV): 6.57 / 7.18
Spin multiplicity: 3
E_LUMO (spin up / spin down) (eV): -7.33 / -6.59

---

No. 3
ORCA calculation (wB97M-V/def2-TZVPD) on one molecule with the formula C6H10IN.

The geometry in XYZ format:
```
18
C6H10IN wB97M-V/def2-TZVPD
C 1.2560 -0.2401 0.8857
C 0.8631 0.4508 -0.4658
C -1.2377 -1.0853 -1.2080
C -1.8323 0.3070 -1.2384
C 0.4135 0.0514 2.1307
C -0.5377 0.0821 -0.6252
N -0.9717 -0.3084 1.9132
I -2.4040 0.9485 2.3095
H 1.0481 -1.2539 0.9671
H 2.3171 -0.1372 1.1722
H 1.1720 1.5629 -0.2787
H 1.6255 0.2767 -1.2124
H -1.9034 -1.6477 -0.5863
H -1.0251 -1.5446 -2.1177
H -1.8922 0.9561 -2.0129
H -2.5924 0.3987 -0.5523
H 0.8589 -0.6795 2.8087
H 0.5508 1.1244 2.2741
```

Results
E_HOMO (spin up / spin down) (eV): -7.56 / -8.33
ΔE to the lowest compared entry with this formula, charge and spin (kJ/mol): 512.9
Net charge: 0
Frontier orbital gap (spin up / spin down) (eV): 7.19 / 8.73
E_LUMO (spin up / spin down) (eV): -0.37 / 0.40

---

No. 4
ORCA calculation (wB97M-V/def2-TZVPD) on a 2-piece molecular cluster, C2H7NO3S2 overall.

The geometry in XYZ format:
```
15
C2H7NO3S2 wB97M-V/def2-TZVPD
C -1.9966 0.4464 -0.2911
C -1.5363 1.4562 0.4178
N 1.6806 -0.8279 -0.1945
O 2.9945 1.2839 0.1171
O 1.2619 1.2424 -1.6214
O 1.9071 -1.1100 1.1836
S 0.4094 -1.7281 -0.8889
S 1.4263 0.9477 -0.2391
H 3.2461 0.9699 0.9884
H -2.0192 0.4718 -1.3673
H -2.3655 -0.4581 0.1662
H -1.1759 2.3570 -0.0491
H -1.5154 1.4337 1.4958
H 2.3488 -1.9701 1.2191
H 1.2047 -2.4064 -1.7318
```

Results
E_HOMO (eV): -9.28
ΔE to the lowest compared entry with this formula, charge and spin (kJ/mol): 362.1
Net charge: 0
Frontier orbital gap (eV): 9.69
E_LUMO (eV): 0.41

---

No. 5
ORCA calculation (wB97M-V/def2-TZVPD) on a 15-piece molecular cluster, C27H33Cl27O18 overall.

The geometry in XYZ format:
```
105
C27H33Cl27O18 wB97M-V/def2-TZVPD
C -0.4368 3.4471 2.9718
Cl 0.3905 4.4385 1.8179
Cl 0.6286 2.0102 3.1511
Cl -2.1366 3.0029 2.5735
H -0.4217 3.9021 3.9622
C -3.8166 -0.7531 4.9275
Cl -4.6546 0.8334 4.6309
Cl -2.0028 -0.6623 4.9470
Cl -4.2563 -1.9899 3.6857
H -4.1445 -1.1605 5.8838
C -0.9788 4.0528 -2.6950
Cl -0.0750 2.6904 -1.9272
Cl 0.1155 5.0737 -3.5351
Cl -1.9535 4.9211 -1.4701
H -1.7127 3.6473 -3.3914
C -5.4090 -1.8715 -3.3387
Cl -6.5843 -3.1017 -3.5688
Cl -4.8174 -1.1156 -4.8532
Cl -4.0418 -2.4536 -2.2376
H -5.8408 -1.0240 -2.8063
C -0.8067 0.6109 -4.6616
Cl -2.4332 1.2164 -4.1702
Cl -0.1371 1.6544 -5.8886
Cl -0.8675 -1.0558 -5.2682
H -0.2143 0.6553 -3.7477
C -7.5186 -2.4355 0.1373
Cl -6.3593 -1.3544 0.9706
Cl -8.5130 -1.5282 -0.9635
Cl -8.5563 -3.2145 1.3381
H -6.9270 -3.1594 -0.4231
C 0.8408 -3.5437 3.0030
Cl 1.2068 -5.1894 3.5079
Cl 1.0934 -2.3310 4.3189
Cl -0.8005 -3.2356 2.4271
H 1.5305 -3.2367 2.2167
C 5.3338 -1.0261 2.1604
Cl 3.5931 -1.1532 1.8936
Cl 5.7720 -0.1293 3.6816
Cl 6.1173 -0.2473 0.7216
H 5.7540 -2.0312 2.1984
C -6.3029 3.3238 -0.3304
Cl -7.7544 3.5176 0.6188
Cl -6.4731 2.1145 -1.5774
Cl -4.8558 3.0315 0.5779
H -6.0910 4.2671 -0.8338
C 3.8247 -4.2390 -2.4106
C 3.1833 -3.0587 -1.7827
O 3.6361 -3.1297 -0.4231
C 4.6004 -3.9711 -0.3281
O 5.1419 -4.2456 0.7075
O 4.8357 -4.6106 -1.4264
H 4.2645 -3.9797 -3.3737
H 3.0372 -4.9735 -2.5791
H 2.0936 -3.0829 -1.7930
H 3.6405 -2.1710 -2.2199
C 4.7622 0.8660 -5.2247
C 3.9503 2.1244 -5.0844
O 2.9992 1.7206 -4.1890
C 3.1437 0.3874 -3.8997
O 2.4579 -0.3121 -3.0551
O 4.1938 -0.1032 -4.5034
H 5.7843 1.0662 -4.9033
H 4.8748 0.4668 -6.2327
H 3.5542 2.4142 -6.0577
H 4.4485 2.9708 -4.6115
C 3.4162 3.4694 0.2112
C 3.1986 4.1411 -1.1359
O 3.5954 5.4559 -0.8736
C 4.4086 5.4423 0.1127
O 5.0635 6.4144 0.4600
O 4.4076 4.2658 0.7710
H 3.7417 2.4426 0.0440
H 2.5721 3.3893 0.8962
H 2.1673 4.2084 -1.4820
H 3.7960 3.7510 -1.9600
C 0.1154 -0.0495 0.8993
C -1.2521 0.3905 0.5488
O -1.5300 -0.4370 -0.5722
C -0.4937 -1.2875 -0.8288
O -0.5402 -2.1704 -1.6928
O 0.5534 -0.9891 -0.0121
H 0.1262 -0.4351 1.9187
H 0.7961 0.8017 0.9090
H -1.2290 1.4320 0.2279
H -1.9759 0.2626 1.3537
C -1.3647 -5.4434 -1.6120
C -0.3291 -5.2500 -2.6624
O 0.7952 -5.9049 -2.1241
C 0.7182 -5.7020 -0.8041
O 1.6353 -5.7738 0.0122
O -0.5575 -5.3176 -0.4372
H -1.8033 -6.4391 -1.5470
H -2.1103 -4.6515 -1.6836
H 0.0002 -4.2599 -2.9778
H -0.5947 -5.8417 -3.5384
C -1.6125 2.7941 6.3107
C -0.8434 2.1645 7.4654
O -0.2893 3.3432 8.0505
C -0.5341 4.4491 7.3302
O -0.1541 5.5548 7.5821
O -1.0544 4.0876 6.2353
H -2.6660 2.8312 6.5880
H -1.3671 2.2378 5.4060
H -0.1968 1.3417 7.1605
H -1.5174 1.7344 8.2062
```

Results
E_HOMO (eV): -10.31
Net charge: 0
Frontier orbital gap (eV): 10.20
E_LUMO (eV): -0.11

---

How do the records compare in E? In the order shown, they have -9563.55874; -1991.49394; -586.83905; -1157.11055; -14828.06799 Ha.